(1)
The following is a quantum chemistry calculation of a molecular structure, C51H43ClCrN10O4P2Se2 at a distorted geometry, from the Open Molecules 2025 dataset.

The largest force on an atom is 1.24 eV Å⁻¹. Its net charge is +1. For the total energy, the calculation gives -9807.8527 Ha. As for the frontier orbital gap (spin up / spin down): 0.2011 / 0.1994 Eh. For the energy above the lowest of the compared OMol25 structures with the same formula, charge and spin, the calculation gives 0.823 eV. The spin multiplicity is 4. As for the expectation value of S²: 3.7731.

Last column: Löwdin charge in e.
Geometry (Å):
Cr1 -0.01295 1.94115 -0.13900  0.900
Se1 -4.44128 -2.94057 0.41130  0.299
P1 -2.43207 -3.33883 -0.11438  0.528
C1 -2.30069 -4.02641 -1.79262  -0.350
C2 -1.45008 -5.07530 -2.12659  -0.097
C3 -1.44089 -5.57411 -3.42117  -0.070
C4 -2.29324 -5.04416 -4.37700  -0.078
C5 -3.15339 -4.00666 -4.04143  -0.071
C6 -3.15957 -3.49753 -2.75373  -0.110
C7 -1.68428 -4.46532 1.08952  -0.370
C8 -1.92517 -5.83463 1.02751  -0.091
C9 -1.51005 -6.65148 2.06758  -0.072
C10 -0.87965 -6.10425 3.17522  -0.085
C11 -0.65985 -4.73567 3.24797  -0.083
C12 -1.06390 -3.91454 2.20896  -0.089
C13 -1.42946 -1.81075 -0.04642  -0.360
C14 -0.10450 -1.36859 -0.26124  -0.343
N1 -0.14264 -0.04260 -0.03250  -0.107
N2 -1.37143 0.30634 0.27846  -0.123
N3 -2.16297 -0.71720 0.27933  0.030
P2 1.51509 -2.08441 -0.68807  0.570
Se2 3.05870 -0.65784 -0.56704  0.396
C15 1.31894 -2.73143 -2.36920  -0.359
C16 0.28256 -2.29486 -3.19136  -0.086
C17 0.24266 -2.69014 -4.51957  -0.078
C18 1.23632 -3.51011 -5.03289  -0.067
C19 2.27657 -3.93535 -4.21838  -0.062
C20 2.32417 -3.54336 -2.89184  -0.088
C21 1.76497 -3.45974 0.46074  -0.351
C22 2.40006 -3.22409 1.67593  -0.103
C23 2.55054 -4.26279 2.57981  -0.071
C24 2.07615 -5.53163 2.27298  -0.079
C25 1.47183 -5.77104 1.04775  -0.071
C26 1.32118 -4.73686 0.13906  -0.087
H1 -0.82122 -5.52788 -1.37380  0.077
H2 -0.77336 -6.38648 -3.67941  0.112
H3 -2.30439 -5.45469 -5.37855  0.110
H4 -3.83306 -3.60469 -4.78191  0.110
H5 -3.85137 -2.71194 -2.47471  0.078
H6 -2.45953 -6.25400 0.18438  0.114
H7 -1.69298 -7.71733 2.01957  0.113
H8 -0.57204 -6.74491 3.99182  0.113
H9 -0.18505 -4.30626 4.12081  0.114
H10 -0.91700 -2.84342 2.27122  0.105
H11 -0.49261 -1.64761 -2.80601  0.101
H12 -0.56905 -2.35641 -5.15232  0.110
H13 1.20127 -3.81299 -6.07140  0.111
H14 3.05926 -4.56326 -4.62374  0.111
H15 3.14263 -3.85662 -2.25382  0.116
H16 2.79124 -2.23762 1.89321  0.068
H17 3.05448 -4.08870 3.52177  0.111
H18 2.19209 -6.33948 2.98345  0.117
H19 1.12185 -6.76499 0.80120  0.117
H20 0.89232 -4.90885 -0.83823  0.082
Cl1 -1.58711 7.90889 -4.04844  0.699
C27 -1.18020 6.68924 -2.89509  -0.666
C28 -0.42845 7.03364 -1.75842  -0.061
C29 -0.08360 6.08641 -0.83033  0.018
C30 -0.45930 4.73438 -0.98691  -0.311
O1 -0.12585 3.86311 -0.08852  -0.159
C31 -1.22262 4.39929 -2.14568  -0.124
C32 -1.64461 3.06133 -2.36394  -0.127
O2 -1.31580 2.07157 -1.68453  -0.076
C33 -1.57572 5.39569 -3.08077  -0.045
H21 -0.12566 8.06342 -1.62138  0.118
H22 0.49267 6.35056 0.04738  0.126
H23 -2.32159 2.88146 -3.20724  0.154
H24 -2.15471 5.12555 -3.95584  0.124
O3 6.63041 5.16747 -0.22889  0.104
N4 5.82445 4.75404 -1.03517  -0.328
O4 5.88804 4.94705 -2.23333  0.094
C34 4.70790 3.93901 -0.51695  -0.041
C35 4.72381 3.69004 0.81482  0.096
C36 3.67983 2.96396 1.45377  -0.101
C37 3.69720 2.55511 2.79754  0.052
C38 2.66789 1.76535 3.25231  0.003
C39 1.60072 1.46792 2.40733  -0.082
N5 1.50084 1.93791 1.17626  0.028
C40 2.56793 2.61302 0.68526  -0.164
C41 2.57188 2.83139 -0.72320  -0.165
N6 1.50977 2.30437 -1.37724  0.016
C42 1.52539 2.27931 -2.69635  -0.061
C43 2.56491 2.84040 -3.43093  0.016
C44 3.62304 3.43534 -2.78549  0.059
C45 3.65939 3.43414 -1.37554  -0.028
H25 5.56000 4.04754 1.39904  0.141
H26 4.51776 2.82838 3.44816  0.137
H27 2.67475 1.37641 4.26018  0.126
H28 0.80001 0.81957 2.73403  0.114
H29 0.69528 1.78310 -3.18087  0.134
H30 2.52515 2.80278 -4.50961  0.126
H31 4.42627 3.86991 -3.35330  0.115
C46 -1.90034 1.32179 3.08968  -0.175
N7 -1.54830 2.40175 2.13316  -0.109
C47 -0.99878 3.53040 2.91822  -0.178
N8 -1.92248 4.00823 3.93627  -0.082
C48 -2.24594 2.89720 4.83289  -0.165
N9 -2.83573 1.77182 4.10905  -0.081
C49 -4.05492 2.23063 3.43434  -0.151
N10 -3.76833 3.33340 2.51473  -0.080
C50 -2.81496 2.86861 1.51824  -0.170
C51 -3.15986 4.42914 3.26902  -0.159
H32 -0.99391 0.97468 3.59288  0.110
H33 -2.35449 0.49604 2.54523  0.111
H34 -0.76619 4.34513 2.22959  0.118
H35 -0.07659 3.20753 3.40742  0.113
H36 -2.95331 3.24624 5.58652  0.129
H37 -1.33516 2.56280 5.33637  0.126
H38 -4.77745 2.55994 4.18218  0.131
H39 -4.47953 1.39663 2.87256  0.134
H40 -2.58278 3.69155 0.83681  0.121
H41 -3.25210 2.04083 0.95630  0.126
H42 -3.86556 4.78295 4.02164  0.130
H43 -2.92856 5.24754 2.58354  0.129

(2)
The following is a quantum chemistry calculation of a molecular structure, C6H8Br12Cl2 at a distorted geometry, from the Open Molecules 2025 dataset.

The largest force on an atom is 2.09 eV Å⁻¹. Its net charge is 0. For the total energy, the calculation gives -32041.8936 Ha. As for the frontier orbital gap: 0.3522 Eh.

Last column: Löwdin charge in e.
Geometry (Å):
Cl1 1.39480 -2.13815 1.18015  0.539
C1 0.16681 -0.85017 0.69285  -0.601
C2 0.85711 0.45174 0.75198  -0.704
Cl2 -0.26312 1.81124 0.46305  0.573
H1 -0.68090 -0.90954 1.37546  0.078
H2 -0.18771 -1.15671 -0.29126  0.044
H3 1.67705 0.50535 0.03580  0.012
H4 1.26000 0.58167 1.75641  0.073
C3 1.75622 -5.76709 1.34751  -1.534
Br1 2.85790 -7.34948 0.99432  0.559
Br2 1.60183 -5.34963 3.27023  0.516
Br3 -0.09310 -5.85894 0.55920  0.478
H5 2.15397 -4.88509 0.84556  -0.072
C4 -2.54918 4.32003 -0.95013  -1.521
Br4 -3.91865 2.81225 -0.77181  0.450
Br5 -3.21321 5.91229 -0.01662  0.551
Br6 -1.95864 4.60987 -2.78630  0.571
H6 -1.75315 3.97854 -0.28844  -0.096
C5 -2.77773 -2.55490 -1.55854  -1.448
Br7 -4.24511 -3.76062 -2.10591  0.517
Br8 -3.47154 -0.68009 -1.41640  0.486
Br9 -1.37723 -2.68991 -3.03901  0.472
H7 -2.42483 -2.96944 -0.61423  -0.029
C6 2.90406 4.41404 0.06023  -1.442
Br10 4.19338 5.79021 -0.63735  0.511
Br11 2.62315 4.53359 2.08192  0.483
Br12 3.47878 2.59329 -0.43839  0.567
H8 1.98907 4.60565 -0.50029  -0.035

(3)
The following is a quantum chemistry calculation of C2H5ClOS in the gas phase at a distorted geometry, from the Open Molecules 2025 dataset.

The largest force on an atom is 2.13 eV Å⁻¹. Its net charge is 0. For the total energy, the calculation gives -1012.7968 Ha. As for the frontier orbital gap: 0.3662 Eh. For the energy above the lowest of the compared OMol25 structures with the same formula, charge and spin, the calculation gives 0.318 eV.

Last column: Löwdin charge in e.
Geometry (Å):
C1 0.14026 -0.11458 1.19932  -0.372
S1 -1.58209 -0.48756 0.60946  0.752
C2 -1.23073 0.18757 -1.11514  -1.064
O1 -0.28475 -0.40556 -1.90411  -0.077
Cl1 -2.81816 0.14200 -1.93277  0.578
H1 0.48195 0.85490 0.86182  0.039
H2 0.73924 -1.00251 0.94662  0.043
H3 -0.05785 -0.03877 2.22829  -0.007
H4 -1.05490 1.20462 -0.83304  0.048
H5 -0.79972 -0.95964 -2.48011  0.060